## i
An isolated molecule of C5H8N2O. Source: OMol25; level of theory: ωB97M-V with the def2-TZVPD basis set.

CARTESIAN COORDINATES (ANGSTROEM)
C (0.429, 2.003, -0.495)
C (0.173, 0.701, -0.490)
N (-0.005, -0.053, -1.641)
C (0.116, -0.099, 0.798)
C (1.194, -1.183, 0.816)
N (-1.166, -0.709, 0.968)
C (-2.288, -0.742, 0.597)
O (-3.413, -0.925, 0.369)
H (0.479, 2.563, -1.413)
H (0.631, 2.539, 0.412)
H (-0.166, 0.490, -2.476)
H (-0.630, -0.840, -1.552)
H (0.269, 0.577, 1.647)
H (1.116, -1.771, 1.728)
H (1.088, -1.841, -0.043)
H (2.173, -0.711, 0.777)

The SMILES is C=C(N)[C@H](C)N=C=O. The calculation puts the orbital gap at 9.39 eV. The spin multiplicity is 1.

## ii
A structure of composition C5H8N2O. Source: OMol25; level of theory: ωB97M-V with the def2-TZVPD basis set.

CARTESIAN COORDINATES (ANGSTROEM)
C (0.765, 0.132, 0.009)
C (-0.345, 1.449, 0.209)
C (-1.428, 0.517, -0.286)
C (-1.083, -0.470, 0.508)
C (0.034, -1.230, 0.123)
H (3.780, 0.153, -0.507)
H (-0.276, 2.286, -0.635)
H (-0.144, 2.056, 1.222)
H (-0.732, 0.300, -1.287)
H (-2.242, -1.106, -0.901)
H (-1.201, -0.317, 1.615)
H (0.575, -1.802, 0.747)
H (-0.136, -1.483, -0.986)
N (1.985, 0.510, 0.103)
N (-2.520, -0.458, 0.023)
O (2.969, -0.539, 0.042)

The calculation puts the orbital gap at 9.89 eV. The spin multiplicity is 1.

Computed relative energies in units of hartree: i 0.0000; ii 0.3726

## i
An isolated molecule of C5H12N2. Source: OMol25; level of theory: ωB97M-V with the def2-TZVPD basis set.

CARTESIAN COORDINATES (ANGSTROEM)
C (1.284, -0.958, 0.320)
C (0.277, 0.212, 0.253)
C (1.013, 1.547, 0.100)
C (-0.627, 0.264, 1.482)
C (-1.689, -0.705, -1.012)
N (0.577, -1.046, -1.586)
N (-0.381, -0.090, -1.037)
H (2.341, -0.758, 0.325)
H (0.955, -1.886, 0.752)
H (0.292, 2.359, 0.036)
H (1.598, 1.549, -0.815)
H (1.676, 1.720, 0.944)
H (-1.351, 1.069, 1.386)
H (-0.017, 0.451, 2.362)
H (-1.163, -0.670, 1.622)
H (-2.001, -0.840, -2.046)
H (-1.700, -1.684, -0.517)
H (-2.387, -0.035, -0.518)
H (1.302, -0.501, -2.053)

The calculation puts the orbital gap at 8.86 eV. The spin multiplicity is 1.

## ii
A structure of composition C5H12N2. Source: OMol25; level of theory: ωB97M-V with the def2-TZVPD basis set.

CARTESIAN COORDINATES (ANGSTROEM)
C (0.826, -0.823, -1.078)
C (1.428, -1.682, 0.003)
C (0.971, 1.742, 0.675)
N (0.339, 1.171, -0.278)
H (1.585, -0.194, -1.543)
H (0.478, -1.381, -1.942)
H (0.466, 2.235, 1.508)
H (2.055, 1.842, 0.596)
H (1.583, -1.108, 0.922)
H (2.403, -2.071, -0.315)
H (0.780, -2.523, 0.253)
N (-1.672, 1.201, 1.136)
C (-1.105, 0.823, -0.152)
C (-1.117, -0.626, -0.478)
H (-2.453, 1.836, 0.994)
H (-2.024, 0.399, 1.641)
H (-1.598, 1.369, -0.966)
H (-1.238, -1.294, 0.371)
H (-1.705, -0.917, -1.345)

The calculation puts the orbital gap at 8.97 eV. The spin multiplicity is 1.

Computed relative energies in units of hartree: i 0.0000; ii 0.0166